Entry 1:
12
Properties=species:S:1:pos:R:3:nbo_charge:R:1 method="wB97M-V/def2-TZVPD" total_energy_ev=-5182.9523 gap_ev=10.84 relative_energy_ev=0.786 lumo_energy_ev=1.002 smiles="C=NC.N"
N -4.170 3.575 1.932 -1.07
H -3.207 3.628 2.230 0.36
H -4.375 2.595 1.747 0.36
H -4.307 4.094 1.076 0.36
C 1.543 -1.431 -1.910 -0.45
C 1.551 -1.331 0.394 -0.06
N 2.138 -1.779 -0.624 -0.38
H 1.896 -0.443 -2.224 0.20
H 1.903 -2.114 -2.679 0.20
H 0.453 -1.440 -1.904 0.18
H 1.962 -1.513 1.382 0.17
H 0.621 -0.751 0.327 0.13

***

Entry 2:
71
Properties=species:S:1:pos:R:3:mulliken_charge:R:1 method="wB97M-V/def2-TZVPD" total_energy_ev=-106074.0168 gap_ev="6.16 / 6.17" charge=+2 relative_energy_ev=0.000 lumo_energy_ev="-7.139 / -7.138" spin_multiplicity=2
C 0.317 -0.455 -6.480 -1.14
C 0.127 -0.561 -5.018 0.95
H 1.383 -0.312 -6.710 0.33
H -0.259 0.397 -6.874 0.37
H -0.032 -1.374 -6.975 0.37
O 1.006 -0.570 -4.145 -0.35
Cl -1.637 -0.684 -4.466 -0.17
Yb -0.438 -0.469 -2.108 -0.02
P 0.387 2.228 -2.161 1.08
C 1.679 3.271 -1.415 -1.09
C 0.304 2.905 -3.867 -1.34
H 0.225 4.002 -3.817 0.45
H -1.013 4.089 -1.473 0.43
H -0.575 2.498 -4.389 0.35
H -1.993 2.743 -2.149 0.46
H 2.642 3.039 -1.893 0.45
H 1.207 2.628 -4.425 0.36
C -1.142 2.998 -1.499 -1.23
H 1.436 4.333 -1.558 0.47
H -1.350 2.617 -0.491 0.16
H 1.756 3.052 -0.341 0.13
P 0.681 -3.029 -1.857 1.20
C 1.832 -3.972 -0.809 -1.26
C -0.959 -3.682 -1.337 -1.49
H 0.022 -3.580 -4.144 0.32
H 0.702 -4.999 -3.279 0.45
H 1.789 -3.718 -3.910 0.38
C 0.810 -3.919 -3.456 -1.31
H -1.668 -3.641 -2.176 0.49
H -0.827 -4.724 -1.020 0.45
H 1.628 -5.049 -0.883 0.45
H 1.730 -3.640 0.235 0.31
H -1.355 -3.081 -0.509 0.32
H 2.859 -3.765 -1.145 0.41
C 2.097 -0.348 -2.040 0.49
O 3.204 -0.200 -2.316 -0.27
N -0.679 -0.406 0.112 0.42
P -0.571 0.048 1.612 0.54
C 0.869 1.085 2.058 0.66
C 2.098 0.460 2.330 -0.65
C 3.227 1.228 2.625 -0.68
C 3.134 2.622 2.690 -0.57
C 1.923 3.252 2.396 -0.65
C 0.798 2.490 2.055 -0.47
C -1.992 1.034 2.197 1.08
C -1.962 1.844 3.348 -0.21
C -3.107 2.555 3.731 -1.02
C -4.274 2.481 2.961 -0.57
C -4.304 1.674 1.816 -0.68
C -3.174 0.937 1.442 -0.67
C -0.433 -1.267 2.867 0.30
C -0.290 -2.595 2.439 0.10
C -0.128 -3.618 3.381 -0.57
C -0.140 -3.321 4.752 -0.61
C -0.300 -1.995 5.179 -0.78
C -0.447 -0.971 4.239 -0.40
H 2.158 -0.628 2.317 0.45
H 4.178 0.729 2.813 0.46
H 4.002 3.217 2.983 0.42
H 1.840 4.339 2.437 0.46
H -0.136 2.994 1.800 0.43
H -1.054 1.939 3.949 0.36
H -3.078 3.172 4.632 0.41
H -5.159 3.050 3.253 0.41
H -5.208 1.610 1.208 0.42
H -3.183 0.290 0.559 0.29
H -0.300 -2.805 1.367 -0.02
H 0.012 -4.649 3.040 0.41
H -0.024 -4.121 5.484 0.39
H -0.306 -1.759 6.246 0.43
H -0.565 0.056 4.582 0.18

***

Entry 3:
48
Properties=species:S:1:pos:R:3:nbo_charge:R:1 method="wB97M-V/def2-TZVPD" total_energy_ev=-210783.4240 gap_ev=6.75 charge=+2 relative_energy_ev=0.006 lumo_energy_ev=-8.365
Cu -2.670 -0.774 0.392 0.95
Cu 2.863 0.350 -0.583 0.94
Cu 0.418 -2.749 1.632 0.95
Cu 0.512 0.621 2.609 0.90
C 0.390 -0.728 -0.075 0.95
O 0.599 0.093 -1.000 -0.78
O -0.615 -1.585 -0.108 -0.99
O 1.199 -0.806 0.974 -1.05
C 4.621 -0.917 2.287 -0.10
C 3.555 -1.217 3.324 -0.09
O 2.922 -0.104 3.948 -0.74
O 4.155 -0.611 0.944 -0.78
H 5.218 -1.829 2.288 0.21
H 5.241 -0.092 2.634 0.23
H 3.905 -1.971 4.035 0.22
H 2.766 -1.823 2.832 0.12
H 2.447 -0.407 4.736 0.49
H 3.245 -0.961 1.028 0.48
C -1.780 2.334 -2.927 -0.10
C -2.882 1.302 -2.750 -0.08
O -2.532 0.374 -1.660 -0.83
O -0.570 1.760 -3.363 -0.70
H -1.681 2.955 -2.029 0.17
H -2.142 3.022 -3.695 0.21
H -2.827 0.629 -3.609 0.20
H -3.876 1.686 -2.555 0.21
H -1.760 -0.149 -1.903 0.48
H -0.305 1.141 -2.670 0.47
C -2.931 -3.811 -1.993 -0.09
C -1.975 -3.457 -3.107 -0.11
O -0.611 -3.831 -2.890 -0.70
O -3.049 -2.704 -1.039 -0.80
H -2.606 -4.611 -1.329 0.19
H -3.895 -4.047 -2.432 0.22
H -1.966 -2.368 -3.249 0.17
H -2.274 -3.838 -4.082 0.22
H -0.279 -3.210 -2.236 0.45
H -2.199 -2.427 -0.691 0.45
C 0.019 3.356 0.976 -0.12
C 0.699 3.880 2.206 -0.14
O 0.902 2.926 3.271 -0.77
O -1.400 3.309 1.112 -0.69
H 0.533 2.462 0.578 0.15
H 0.107 4.091 0.170 0.24
H 0.333 4.851 2.549 0.23
H 1.709 4.239 1.964 0.21
H 0.197 3.112 3.908 0.50
H -1.729 2.536 1.579 0.45

***

Entry 4:
53
Properties=species:S:1:pos:R:3:nbo_charge:R:1 method="wB97M-V/def2-TZVPD" total_energy_ev=-45209.0628 gap_ev=8.57 relative_energy_ev=1.690 lumo_energy_ev=0.255 smiles="Cc1cccc(CS(=O)(=O)c2cn(CC(=O)N3CCOCC3)c3ccccc23)c1"
C -2.153 -2.461 1.828 -0.63
C -3.156 -1.498 1.271 -0.03
C -3.036 -0.136 1.498 -0.15
C -3.929 0.773 0.940 -0.06
C -4.969 0.298 0.152 -0.20
C -5.106 -1.060 -0.069 -0.20
C -4.203 -1.952 0.479 -0.20
H -4.306 -3.011 0.291 0.21
H -5.917 -1.425 -0.682 0.21
H -5.657 0.998 -0.297 0.22
C -3.702 2.229 1.083 -0.64
H -4.615 2.816 1.055 0.25
H -3.097 2.496 1.945 0.24
S -2.731 2.773 -0.393 2.19
O -3.584 2.692 -1.546 -0.94
O -2.142 4.049 -0.073 -0.95
C -1.450 1.563 -0.498 -0.44
C -0.280 1.605 0.205 0.05
N 0.402 0.438 0.048 -0.35
C -0.316 -0.378 -0.791 0.21
C -0.052 -1.663 -1.248 -0.26
C -0.990 -2.251 -2.069 -0.21
C -2.160 -1.582 -2.441 -0.23
C -2.429 -0.307 -1.997 -0.17
C -1.505 0.299 -1.151 -0.09
H -3.320 0.226 -2.288 0.24
H -2.859 -2.080 -3.095 0.21
H -0.814 -3.249 -2.443 0.21
H 0.860 -2.180 -0.987 0.21
C 1.712 0.158 0.556 -0.30
H 1.736 -0.862 0.955 0.23
H 1.935 0.868 1.357 0.23
C 2.758 0.296 -0.569 0.67
O 2.436 0.650 -1.681 -0.60
N 4.029 -0.030 -0.246 -0.44
C 4.565 -0.326 1.064 -0.24
H 3.781 -0.412 1.811 0.21
C 5.551 0.785 1.460 -0.08
O 6.575 0.916 0.506 -0.52
C 6.051 1.220 -0.769 -0.08
C 5.080 0.133 -1.238 -0.26
H 4.615 0.408 -2.184 0.26
H 5.613 -0.817 -1.345 0.20
H 6.906 1.290 -1.441 0.20
H 5.529 2.188 -0.740 0.17
H 6.041 0.545 2.405 0.20
H 5.005 1.736 1.562 0.16
H 5.109 -1.276 1.007 0.20
H 0.102 2.407 0.807 0.23
H -2.227 0.231 2.117 0.20
H -1.580 -2.008 2.634 0.21
H -2.643 -3.357 2.204 0.22
H -1.462 -2.762 1.039 0.23